Record 1
A molecular structure, C3H6ClP at a distorted geometry. Source: the OMol25 dataset; level of theory: ωB97M-V with the def2-TZVPD basis set.

```
11
Properties=species:S:1:pos:R:3:forces:R:3:lowdin_charge:R:1
C 0.601910 0.587077 0.225067 -0.2 0.4 -0.4 -0.379
C 0.747737 -0.442093 1.241029 -1.0 -0.2 3.1 -0.744
H -0.607673 -0.730873 -0.987240 0.0 0.1 -0.1 0.070
H -1.534095 0.500068 -0.124610 -0.1 0.0 0.0 0.075
H 1.512535 0.557287 -0.386083 0.0 0.0 0.1 0.114
H 1.005610 -2.277593 2.608664 -0.1 0.0 0.2 -0.150
C -0.612176 0.311596 -0.668583 -0.1 0.0 0.0 -0.106
Cl -0.307490 0.056206 3.161712 1.2 -0.3 -2.7 0.108
H 0.529459 1.577619 0.674097 0.1 0.0 0.0 0.107
P 1.426578 -1.940636 1.317719 0.2 0.1 -0.4 0.833
H -0.584116 0.949139 -1.547951 0.0 0.1 -0.1 0.072
```
Positions in Å, forces in eV/Å.

As for the multiplicity: 1. The charge is 0.

---

Record 2
A molecular structure, C31H33ClF5MgN4O2S3 at a distorted geometry. Source: the OMol25 dataset; level of theory: ωB97M-V with the def2-TZVPD basis set.

```
80
Properties=species:S:1:pos:R:3:forces:R:3:lowdin_charge:R:1
O 2.930222 0.583468 -2.913786 0.1 0.2 -0.7 -0.615
C 7.048722 -2.588232 -0.722886 0.1 0.2 0.1 -0.132
H -0.994778 -1.972933 3.090514 0.1 -0.1 0.0 0.100
C -5.372278 -0.075632 -0.084086 0.2 -0.2 0.0 -0.029
H -3.814478 -3.543932 2.973714 0.1 -0.1 -0.1 0.132
H 5.717122 2.767968 -2.911786 0.1 0.1 -0.2 0.070
C -3.781078 0.429468 4.195514 0.1 0.1 0.0 -0.093
H -2.851078 -3.105332 -1.851786 0.1 0.0 0.1 0.145
C 0.807322 4.921868 0.466614 0.0 0.0 0.1 -0.069
C -2.945878 0.179068 0.263114 -0.1 -0.1 0.0 -0.014
H -2.794078 -0.548332 -2.318486 0.1 0.0 -0.1 0.053
F 6.460822 0.799067 0.458814 0.1 -0.1 0.0 0.111
C 2.278822 2.559168 0.945314 0.0 -0.1 0.0 -0.006
H -2.958778 -0.036332 1.323014 0.1 0.1 0.1 0.063
C 3.144622 2.976668 -3.962986 0.2 -0.5 -0.1 -0.214
C -2.716078 -2.947132 -0.780286 -1.1 -0.4 -0.1 -0.022
H 3.784422 3.585268 -4.593486 0.1 0.1 -0.1 0.064
C -3.992178 -2.196932 -0.283286 0.2 0.2 0.2 -0.403
C -1.776178 -1.295832 3.394614 -0.1 0.0 0.1 -0.055
C -3.090378 -1.576532 3.038314 0.1 0.0 0.2 -0.251
F 8.548022 -0.972032 0.160914 -0.2 -0.1 0.0 0.132
H 4.640322 2.280368 -1.576986 -0.2 0.0 0.0 0.063
H -4.497078 -0.938232 -2.591586 0.0 0.0 -0.1 0.091
C 5.154322 1.950168 -2.475586 -0.1 -0.3 -0.4 -0.203
H 0.926222 -1.200532 1.106914 0.1 -0.1 0.2 0.135
C 6.255522 -0.434432 -0.025586 0.0 0.1 0.0 -0.160
F 3.959622 0.110467 -0.269486 0.0 0.1 0.1 -0.016
F 5.544722 -4.143632 -1.626486 0.2 0.2 0.1 0.097
C 4.680322 -2.046332 -0.981886 1.1 0.2 0.3 -0.573
H -4.767178 -3.731432 0.929614 0.0 0.1 0.0 0.131
C -3.393878 -2.826832 2.261414 -0.2 0.0 0.0 -0.130
C 0.137022 1.947868 -1.803086 -0.2 0.4 0.0 -0.451
H -2.702078 -3.927432 -0.296986 0.1 0.1 -0.1 0.149
N 0.363522 -1.181233 -0.955186 -0.4 -0.1 -0.5 -0.018
H 5.836922 1.140568 -2.236786 0.0 -0.1 -0.1 0.050
C 4.981422 -0.806633 -0.415586 0.3 -0.8 -0.3 -0.219
H -0.432278 0.038168 4.397014 0.1 0.1 0.1 0.103
H 2.204522 2.800468 -4.475186 -0.1 -0.1 -0.1 0.058
C -1.454878 -0.167032 4.124014 0.0 0.1 0.1 -0.098
H -4.011878 0.710667 -2.198186 0.0 0.1 0.0 0.090
H 1.880122 5.704468 2.125614 0.0 0.1 0.1 0.115
H -0.903478 -1.737932 -2.578586 -0.1 0.0 -0.1 0.152
H -0.249778 1.291068 -2.558486 -0.1 -0.2 -0.2 0.089
H -5.495378 -0.097432 0.995114 -0.1 0.0 0.1 0.072
N 1.068322 1.599368 -0.978386 0.2 -0.7 -0.2 -0.019
H -6.192978 -0.614332 -0.553386 -0.1 0.0 0.0 0.090
H 2.818022 1.647168 1.143714 0.2 -0.1 0.0 0.104
N -1.445778 -2.318632 -0.596386 0.8 0.4 -0.6 -0.080
C -3.998678 -0.632232 -0.500886 0.0 0.0 -0.2 -0.472
H -4.559278 1.103568 4.514114 -0.1 0.1 0.1 0.108
H -1.936278 0.038668 -0.110286 0.1 0.0 0.0 0.055
S 3.946422 1.357267 -3.709086 0.3 1.3 0.5 0.991
H -3.180378 1.233768 0.136314 0.0 0.2 0.0 0.094
C -2.460278 0.704567 4.508214 0.0 -0.1 -0.2 -0.677
C 5.765422 -2.939432 -1.100786 -0.3 0.4 0.1 -0.231
H 3.167222 3.657368 2.535914 0.0 0.0 0.1 0.115
C 1.727422 4.845968 1.491614 -0.1 0.2 -0.1 -0.058
C -0.693278 -1.728532 -1.527086 0.0 -0.1 0.1 -0.106
H -5.273078 -2.139332 1.452314 -0.1 0.0 0.0 0.102
H -5.450578 0.962268 -0.398086 0.0 0.1 0.0 0.092
S 3.123322 -2.482132 -1.524286 -0.9 -0.1 -0.1 0.707
H -2.457078 -3.244732 1.896514 -0.1 -0.1 0.1 0.087
C 0.227222 -1.499732 0.350214 -0.4 -0.1 0.0 -0.177
C -4.087678 -0.711432 3.475914 0.1 -0.1 0.0 -0.049
Cl -2.060678 2.142868 5.381614 0.0 0.1 0.1 0.674
C -3.811878 -0.340032 -1.998586 -0.2 -0.2 0.2 -0.031
H 0.238222 5.820468 0.287814 0.0 0.1 0.0 0.117
C -4.410378 -2.712832 1.118514 0.2 0.0 0.0 -0.099
C 1.361622 2.610168 -0.103486 -0.1 1.1 0.5 -0.305
H 2.970122 3.464468 -3.008986 0.0 0.0 0.2 0.058
H -5.123578 -0.922032 3.259814 -0.2 0.0 0.0 0.113
C 7.308422 -1.327132 -0.175986 -0.3 -0.1 -0.2 -0.134
N -0.855078 -2.188632 0.587114 0.0 -0.1 0.9 0.150
H -5.837178 -2.622732 -0.827886 0.1 -0.1 0.0 0.104
O -4.950778 -2.746832 -1.187686 -0.2 -0.2 -0.2 -0.029
C 0.621222 3.792167 -0.317786 0.1 -0.4 -0.2 -0.444
S -0.476578 3.544468 -1.645186 0.2 -0.2 0.2 1.114
F 8.054222 -3.438732 -0.904686 -0.1 0.1 0.1 0.140
C 2.453822 3.678168 1.727814 0.1 -0.1 0.0 -0.053
Mg 2.120822 -0.271232 -1.460186 0.3 -0.4 0.4 0.457
```
Positions in Å, forces in eV/Å.

As for the multiplicity: 1. The charge is +1.

---

Record 3
3 unconnected molecules or ions with the total composition C6H13NO at a distorted geometry. Source: the OMol25 dataset; level of theory: ωB97M-V with the def2-TZVPD basis set.

```
21
Properties=species:S:1:pos:R:3:forces:R:3:lowdin_charge:R:1
H -0.945214 -2.171710 0.840087 0.2 0.1 0.0 0.092
C 0.228633 1.948338 1.305751 -0.2 -0.1 -0.1 -0.117
N 0.963657 -2.781915 -1.337439 -1.1 -0.7 -0.6 0.147
H 2.011814 -1.033426 1.136476 -0.1 -0.1 0.2 0.057
H -0.972200 0.708188 -1.711013 0.0 0.0 -0.1 0.060
C -0.615404 1.073469 0.384717 0.5 -0.2 0.1 -0.343
H -0.037913 -2.614725 -1.645184 1.5 0.1 0.5 0.079
H 0.006178 3.001433 1.144975 0.0 0.1 0.0 0.071
C 2.063895 -1.011679 0.062465 0.6 0.0 0.3 -0.037
H 2.754140 -0.321985 -0.388508 0.0 0.2 -0.2 0.056
H 0.030623 1.712036 2.348469 0.0 0.0 0.1 0.068
H 0.663230 1.256206 -1.340769 0.1 0.0 -0.1 0.064
C 1.504331 -1.946212 -0.656271 -0.5 0.4 -0.2 -0.294
H -0.681942 2.404246 -1.320306 0.0 0.1 0.0 0.073
H -1.671482 1.224337 0.622937 0.0 -0.3 0.1 0.103
H -2.545405 -1.228234 0.750848 -0.1 0.2 -0.1 0.093
C -1.702000 -1.677772 0.210546 -0.2 -0.6 -0.4 -0.142
H 1.287292 1.787863 1.112156 0.1 0.0 0.0 0.063
H -0.303069 0.017970 0.563288 -0.4 0.8 0.0 0.048
O -1.652341 -1.729199 -0.994357 -0.3 0.1 0.4 -0.028
C -0.386824 1.382773 -1.088867 -0.1 -0.2 0.2 -0.111
```
Positions in Å, forces in eV/Å.

As for the multiplicity: 1. Its SMILES is C=C=N.C=O.CCC. The charge is 0.

---

Record 4
C2H3N3OS in the gas phase at a distorted geometry. Source: the OMol25 dataset; level of theory: ωB97M-V with the def2-TZVPD basis set.

```
10
Properties=species:S:1:pos:R:3:forces:R:3:lowdin_charge:R:1
N -0.084655 -1.524854 -0.057962 0.0 3.4 0.0 0.067
C -0.022146 0.178354 -1.357874 -1.4 -2.9 -0.7 -0.207
S 0.140868 2.318476 0.408425 0.0 -0.5 0.0 0.832
N -0.166681 -1.145315 -1.356487 0.9 1.9 -0.8 0.037
O 0.275205 -0.472174 2.019339 -0.4 1.2 -1.8 0.016
C 0.084555 -0.395929 0.801055 -0.1 -3.2 1.0 -0.519
H -0.034499 2.082653 1.735525 0.0 -0.3 -0.5 -0.107
H -0.054843 -2.487865 0.136335 0.1 -0.9 0.6 0.134
H -0.102388 0.797236 -2.232494 0.1 0.0 -0.1 0.117
N -0.035416 0.649417 -0.095863 0.9 1.3 2.3 -0.370
```
Positions in Å, forces in eV/Å.

As for the multiplicity: 1. Its SMILES is O=c1[nH]ncn1S. The charge is 0.

---

Calculated energy above the lowest of the compared OMol25 structures with the same formula, charge and spin (eV), listed in the same order as above: 1.549, 0.923, 3.135, 0.438
Calculated calculated total energy (Eh), listed in the same order as above: -919.36533, -3924.66038, -366.31868, -715.68013